C12H9AlN2O6S6 | ωB97M-V with the def2-TZVPD basis set

The geometry in XYZ format:
```
36
Properties=species:S:1:pos:R:3:forces:R:3
Al 1.791 -0.569 -1.393 0.208 -0.339 -0.850
S 0.548 -0.069 -3.363 0.210 0.043 0.047
S -0.281 -1.802 -4.121 0.005 -0.171 0.106
S 1.114 -3.234 -3.562 -0.117 0.115 -0.248
S 1.134 -2.980 -1.542 -0.079 0.137 0.224
O 4.418 2.155 -2.336 0.025 -0.012 0.048
C 3.791 1.190 -1.946 -0.064 0.013 0.044
O 2.523 1.156 -1.675 -0.379 0.012 0.319
C 4.447 -0.202 -1.690 0.009 0.025 0.076
O 5.649 -0.371 -1.678 -0.056 0.001 -0.064
O 3.542 -1.107 -1.465 0.185 -0.141 0.118
O -2.370 -0.325 2.438 0.027 0.270 -0.308
C -1.528 -1.341 2.661 0.245 -0.205 0.043
C -1.883 -2.275 3.637 -0.021 0.001 0.026
C -1.061 -3.349 3.918 0.024 0.017 -0.009
C 0.134 -3.520 3.228 0.027 -0.027 0.044
C 0.491 -2.603 2.256 -0.069 0.007 -0.025
C -0.315 -1.505 1.960 -0.060 -0.080 0.056
C 0.133 -0.577 0.889 0.249 -0.076 0.169
O 1.274 -0.826 0.351 -0.170 0.504 -0.013
N -0.654 0.429 0.608 -0.326 -0.274 0.285
N -0.150 1.223 -0.383 0.378 0.193 -0.186
C -0.854 2.215 -0.705 -0.258 -0.054 0.179
S -0.336 3.347 -1.950 -0.107 0.040 -0.056
C -1.750 4.471 -1.707 0.278 -0.091 -0.051
C -2.948 3.621 -1.352 0.020 -0.113 0.195
S -2.443 2.570 0.039 0.028 0.022 -0.175
H -1.968 0.196 1.680 -0.081 -0.016 0.116
H -2.824 -2.133 4.156 0.013 0.013 -0.005
H -1.357 -4.063 4.679 -0.003 0.003 -0.007
H 0.776 -4.367 3.439 -0.014 0.003 -0.019
H 1.398 -2.726 1.679 0.002 0.011 0.013
H -1.887 5.025 -2.637 -0.022 -0.020 0.010
H -1.519 5.164 -0.897 -0.071 0.074 -0.023
H -3.226 2.972 -2.182 -0.054 0.081 -0.059
H -3.810 4.210 -1.035 0.015 0.035 -0.020
```
Positions in Å, forces in eV/Å.

For the energy, the calculation gives -99472.9978 eV. The HOMO energy is -1.31 eV. The frontier orbital gap comes out at 5.262 eV. Its charge is -2.

Charges per atom according to natural (NBO) partitioning, unit e: 1.75 -0.54 -0.12 -0.09 -0.56 -0.64 0.69 -0.86 0.69 -0.64 -0.86 -0.72 0.43 -0.32 -0.19 -0.28 -0.13 -0.22 0.63 -0.84 -0.48 -0.29 -0.06 0.33 -0.54 -0.54 0.21 0.51 0.20 0.19 0.20 0.25 0.22 0.21 0.22 0.21